1.
C6H14N4O | ωB97M-V with the def2-TZVPD basis set

Relative energy (zero: lowest compared OMol25 entry of this formula, charge and spin), kJ/mol: 224.5
LUMO energy, eV: -7.73
M, g mol⁻¹: 158.21
Total charge: +2

Cartesian coordinates (Å):
O: -0.22 -0.59 -2.76
N: -0.02 -1.21 -0.59
N: 1.95 -2.30 -1.39
N: -0.81 0.55 2.70
N: -0.04 0.03 1.56
C: -0.44 2.01 2.80
C: 1.32 -1.57 -0.52
C: 1.98 -1.10 0.70
C: -1.22 -0.20 -3.74
C: -0.68 -0.78 -1.57
C: 1.25 -0.46 1.68
H: -0.45 -0.53 0.87
H: 1.72 -0.12 2.57
H: 0.59 2.12 3.02
H: -1.07 0.86 -3.89
H: -2.33 -0.39 -3.41
H: -0.37 0.08 3.55
H: -0.95 2.63 3.49
H: 3.00 -1.41 0.77
H: -1.87 0.30 2.49
H: -0.41 2.47 1.79
H: -0.87 -0.84 -4.67
H: -1.70 -0.55 -1.59
H: 2.88 -2.60 -1.15
H: 1.66 -2.67 -2.38

These are the Löwdin partial charges, in e, on atoms 1 to 8:
1. O -0.03
2. N 0.12
3. N 0.25
4. N 0.06
5. N 0.01
6. C 0.02
7. C -0.27
8. C 0.04

2.
C3H5BrO | ωB97M-V with the def2-TZVPD basis set

Relative energy (zero: lowest compared OMol25 entry of this formula, charge and spin), kJ/mol: 95.2
LUMO energy, eV: 0.71
M, g mol⁻¹: 136.98

Cartesian coordinates (Å):
Br: -2.19 -0.19 -0.23
O: -0.57 2.01 -0.03
C: 0.81 -1.37 -0.09
C: -0.56 0.53 0.36
C: 0.60 -0.09 -0.23
H: -0.65 0.48 1.52
H: 1.85 -1.75 -0.15
H: 1.36 0.58 -0.54
H: 0.21 -2.19 0.28
H: -0.85 1.99 -0.90

These are the Löwdin partial charges, in e, on atoms 1 to 8:
1. Br 0.77
2. O -0.12
3. C -0.01
4. C -0.77
5. C -0.24
6. H 0.13
7. H 0.07
8. H 0.10

3.
C2H3OPS | ωB97M-V with the def2-TZVPD basis set

Relative energy (zero: lowest compared OMol25 entry of this formula, charge and spin), kJ/mol: 251.9
LUMO energy (alpha / beta), eV: -1.12 / -3.56
Multiplicity: 3
M, g mol⁻¹: 106.09

Cartesian coordinates (Å):
S: -2.50 0.91 0.50
P: 0.57 -1.41 0.47
O: 1.68 -2.20 -0.04
C: -1.00 1.04 0.16
C: 0.24 0.99 -0.16
H: 0.53 0.74 -1.14
H: 0.99 1.14 0.72
H: -0.51 -1.22 -0.51

Charges obtained by Löwdin population analysis, quoted in units of e:
1. S 0.74
2. P 0.83
3. O -0.49
4. C -0.89
5. C -0.28
6. H 0.05
7. H 0.10
8. H -0.06

4.
C7H10N | ωB97M-V with the def2-TZVPD basis set

Relative energy (zero: lowest compared OMol25 entry of this formula, charge and spin), kJ/mol: 639.0
LUMO energy, eV: -4.39
M, g mol⁻¹: 108.16
Total charge: +1

Cartesian coordinates (Å):
N: -0.93 -0.96 1.13
C: 0.02 0.25 -1.77
C: 2.60 1.07 -1.60
C: 0.30 0.76 -2.93
C: 0.56 0.56 2.19
C: -0.60 0.26 1.34
C: -1.80 -1.49 0.10
C: 1.46 0.88 -1.93
H: 3.64 1.10 -1.55
H: -2.16 -2.49 0.24
H: 0.19 1.11 -3.91
H: 1.45 0.39 1.60
H: -0.97 0.77 0.54
H: -0.72 -1.76 1.71
H: -2.93 -1.01 0.17
H: 0.54 1.58 2.44
H: -1.33 -1.08 -0.85
H: 0.67 0.06 3.06

These are the Löwdin partial charges, in e, on atoms 1 to 8:
1. N 0.02
2. C 0.06
3. C 0.23
4. C 0.05
5. C 0.02
6. C -0.03
7. C -0.05
8. C -0.29

5.
C5H6O2S2 | ωB97M-V with the def2-TZVPD basis set

Relative energy (zero: lowest compared OMol25 entry of this formula, charge and spin), kJ/mol: 147.3
LUMO energy, eV: 0.62
M, g mol⁻¹: 162.24

Cartesian coordinates (Å):
S: -1.07 -1.45 0.10
S: 1.45 -2.02 -1.48
O: -0.92 -2.93 -0.09
O: 0.28 0.35 -1.61
C: -0.32 1.87 0.16
C: 0.40 -0.46 0.76
C: -0.09 1.57 -1.12
C: -0.16 0.89 1.34
C: 0.43 -0.64 -0.73
H: 0.32 1.34 2.15
H: 0.83 -2.92 -0.67
H: -1.18 0.55 1.61
H: -0.20 2.19 -2.08
H: -0.94 2.71 0.33
H: 1.16 -1.05 1.35

These are the Löwdin partial charges, in e, on atoms 1 to 8:
1. S 1.01
2. S 0.80
3. O -0.61
4. O -0.10
5. C -0.06
6. C -0.33
7. C -0.11
8. C -0.15

| no. | total energy (eV) |
| --- | --- |
| 1 | -14437.3825 |
| 2 | -75280.2943 |
| 3 | -24288.3779 |
| 4 | -8896.9707 |
| 5 | -31044.4220 |